Entry from the Open Molecules 2025 dataset: 3 unconnected molecules or ions with the total composition C17H21BF2NO2 (the ωB97M-V functional and the def2-TZVPD basis).

Energy above the lowest of the compared OMol25 structures with the same formula, charge and spin   0.0 kcal per mole
Net charge   -1
LUMO energy   2.68 eV
Frontier orbital gap   8.16 eV

CARTESIAN COORDINATES (ANGSTROEM)
C 0.72 -0.64 -3.53
C -0.20 -0.85 -2.36
N -1.43 -0.52 -2.50
C 0.43 -1.36 -1.12
B 0.59 -0.12 -0.03
C 1.32 -0.71 1.34
C 2.62 -0.12 1.82
O 3.21 0.83 1.40
O 3.19 -0.80 2.89
H 1.69 -0.25 -3.19
H 0.29 0.04 -4.27
H 0.92 -1.60 -4.01
H -1.91 -0.73 -1.62
H -0.18 -2.19 -0.71
H 1.42 -1.77 -1.35
H 1.25 0.78 -0.55
H -0.54 0.31 0.25
H 0.62 -0.54 2.18
H 1.45 -1.80 1.30
H 2.49 -1.20 3.42
F -2.24 2.89 -5.03
C -1.19 3.40 -4.33
C -0.64 2.66 -3.30
C 0.43 3.21 -2.61
C 0.94 4.46 -2.96
C 0.36 5.17 -4.00
C -0.71 4.65 -4.70
H -1.05 1.69 -3.05
H 0.87 2.64 -1.80
H 1.77 4.87 -2.41
H 0.75 6.15 -4.27
H -1.18 5.18 -5.52
F 1.25 -2.77 3.85
C -0.05 -2.79 4.21
C -0.40 -2.37 5.48
C -1.74 -2.40 5.83
C -2.70 -2.84 4.92
C -2.31 -3.25 3.65
C -0.98 -3.23 3.28
H 0.37 -2.03 6.16
H -2.04 -2.08 6.82
H -3.74 -2.85 5.20
H -3.05 -3.58 2.94
H -0.65 -3.51 2.29

=====

Entry from the Open Molecules 2025 dataset: 2 unconnected molecules or ions with the total composition C6H13N2P (the ωB97M-V functional and the def2-TZVPD basis).

Energy above the lowest of the compared OMol25 structures with the same formula, charge and spin   61.2 kcal per mole
Net charge   +2
LUMO energy (spin up / spin down)   -9.13 / -9.13 eV
Frontier orbital gap (spin up / spin down)   7.90 / 7.90 eV

CARTESIAN COORDINATES (ANGSTROEM)
C -2.60 -2.84 -0.09
C -2.68 -0.37 -0.29
C -1.84 0.69 0.02
C 1.60 1.47 -0.89
C 2.69 -0.29 0.41
C 0.40 0.28 0.86
N -2.53 -1.62 -0.22
N 1.41 0.19 -0.18
P -2.27 2.31 0.09
H -2.99 -3.29 0.83
H -2.27 -3.51 -0.88
H -3.65 -0.05 -0.69
H 0.68 1.77 -1.39
H 1.90 2.24 -0.19
H 2.39 1.37 -1.64
H 3.02 0.41 1.18
H 2.55 -1.27 0.87
H 3.45 -0.36 -0.36
H 0.20 -0.65 1.37
H 0.49 1.15 1.49
H 1.12 -0.51 -0.87
H -1.08 2.86 0.59

=====

Entry from the Open Molecules 2025 dataset: 2 unconnected molecules or ions with the total composition C4H13NO2 (the ωB97M-V functional and the def2-TZVPD basis).

Structure (SMILES)   CN(C)CCO.O
Energy above the lowest of the compared OMol25 structures with the same formula, charge and spin   39.9 kcal per mole
LUMO energy   0.81 eV
Frontier orbital gap   9.76 eV

CARTESIAN COORDINATES (ANGSTROEM)
C -1.69 -0.49 0.01
N -0.31 -0.70 0.51
C -0.34 -1.75 1.60
C 0.19 0.51 1.12
C 0.67 1.67 0.20
O 1.98 1.45 -0.32
H -1.77 0.42 -0.57
H -1.85 -1.30 -0.74
H -2.53 -0.63 0.79
H -0.84 -2.63 1.17
H -0.81 -1.44 2.52
H 0.73 -1.96 1.73
H 0.84 0.27 1.96
H -0.58 0.98 1.85
H 0.66 2.57 0.86
H -0.02 1.70 -0.62
H 2.57 1.44 0.44
H 0.86 0.69 -3.94
H 1.44 -0.70 -4.09
O 0.81 -0.10 -4.49

=====

Entry from the Open Molecules 2025 dataset: a molecular structure, C36H97F3N8O11Ti (the ωB97M-V functional and the def2-TZVPD basis).

Energy above the lowest of the compared OMol25 structures with the same formula, charge and spin   50.6 kcal per mole
2S+1   4
⟨S²⟩   3.752
Net charge   +1
LUMO energy (spin up / spin down)   -1.71 / -2.43 eV
Frontier orbital gap (spin up / spin down)   6.73 / 8.81 eV

CARTESIAN COORDINATES (ANGSTROEM)
Ti -10.92 -4.79 16.04
O -12.85 -3.70 20.26
H -12.84 -4.64 20.45
H -13.72 -3.31 20.34
H -12.52 -3.69 19.36
C -12.98 -2.66 16.76
O -13.88 -1.99 17.62
O -12.53 -3.75 17.55
C -13.70 -3.02 15.32
F -15.01 -3.23 15.59
F -13.64 -2.01 14.45
F -13.32 -4.13 14.74
C -14.23 -0.60 17.25
C -15.40 -0.27 17.99
H -15.87 0.60 17.55
H -16.10 -1.09 18.16
H -15.03 -0.15 19.01
H -14.33 -0.45 16.17
H -13.50 0.13 17.58
H -12.15 -1.98 16.55
C -12.50 -7.66 17.19
C -11.55 -7.84 16.07
C -11.68 -9.21 15.44
O -11.10 -10.30 16.23
C -11.13 -11.55 15.48
N -11.88 -6.80 15.10
H -12.04 -8.20 18.01
H -13.34 -8.35 17.08
H -12.67 -6.63 17.51
H -10.55 -7.71 16.48
H -11.14 -9.10 14.51
H -12.71 -9.37 15.09
H -10.32 -11.74 14.78
H -12.10 -11.91 15.11
H -10.89 -12.38 16.15
H -11.46 -7.04 14.22
H -12.88 -6.78 15.00
C -7.58 -2.64 19.33
C -8.96 -2.31 19.84
C -9.40 -0.92 19.10
O -9.21 -0.87 17.73
C -9.95 0.13 17.07
N -9.81 -3.42 19.44
H -7.63 -2.86 18.27
H -7.06 -3.52 19.71
H -6.96 -1.77 19.57
H -9.09 -2.40 20.92
H -8.85 -0.06 19.49
H -10.45 -0.90 19.37
H -9.68 0.39 16.04
H -9.62 1.13 17.33
H -11.01 0.13 17.32
H -10.25 -3.09 18.59
H -9.24 -4.23 19.24
C -15.89 -3.55 22.72
C -16.39 -3.40 21.27
C -17.49 -2.44 21.13
O -17.77 -2.11 19.76
C -18.91 -1.46 19.53
N -15.33 -2.76 20.52
H -15.65 -2.61 23.21
H -15.08 -4.26 22.89
H -16.74 -4.03 23.20
H -16.61 -4.34 20.76
H -17.31 -1.49 21.63
H -18.40 -2.76 21.64
H -18.99 -1.69 18.47
H -18.71 -0.39 19.67
H -19.80 -1.77 20.08
H -14.75 -2.14 21.07
H -15.82 -2.07 19.98
C -8.67 -8.37 19.40
C -8.20 -7.76 20.79
C -6.72 -7.46 20.88
O -6.34 -6.45 19.90
C -5.15 -5.80 20.40
N -9.09 -6.61 20.86
H -7.93 -9.03 18.97
H -8.83 -7.65 18.60
H -9.54 -9.02 19.51
H -8.39 -8.55 21.52
H -6.17 -8.40 20.90
H -6.57 -7.09 21.90
H -4.58 -5.40 19.57
H -4.46 -6.30 21.08
H -5.46 -4.84 20.83
H -8.78 -6.00 21.60
H -8.69 -6.11 20.08
C -11.46 -4.65 24.94
C -10.76 -3.91 23.71
C -9.27 -4.25 23.84
O -9.01 -5.60 23.74
C -7.67 -6.00 23.87
N -11.38 -4.35 22.48
H -11.13 -5.67 25.13
H -12.53 -4.74 24.80
H -11.09 -4.21 25.87
H -10.79 -2.82 23.76
H -8.87 -4.01 24.82
H -8.61 -3.72 23.15
H -7.09 -5.75 24.76
H -7.19 -5.61 22.97
H -7.79 -7.08 23.86
H -10.67 -4.12 21.80
H -11.37 -5.36 22.48
C -14.91 -8.00 21.27
C -13.78 -7.03 21.67
C -12.66 -7.67 22.44
O -13.06 -7.94 23.83
C -11.96 -8.53 24.54
N -13.33 -6.34 20.48
H -15.03 -8.25 20.22
H -15.82 -7.50 21.60
H -14.97 -8.97 21.75
H -14.25 -6.28 22.31
H -11.87 -6.92 22.45
H -12.34 -8.59 21.96
H -11.25 -7.74 24.77
H -11.49 -9.37 24.02
H -12.37 -8.91 25.48
H -12.84 -7.08 20.00
H -14.19 -6.20 19.96
C -13.62 1.23 21.86
C -12.43 0.37 21.68
C -11.10 0.90 22.40
O -9.86 0.42 21.83
C -8.74 0.35 22.70
N -12.68 -0.98 22.10
H -13.79 1.54 22.89
H -14.42 0.69 21.34
H -13.50 2.23 21.44
H -12.31 0.10 20.62
H -11.13 0.57 23.44
H -11.00 1.98 22.44
H -7.82 0.04 22.21
H -8.81 -0.33 23.56
H -8.63 1.35 23.12
H -11.75 -1.32 22.27
H -13.13 -1.07 22.99
C -17.28 -4.64 17.58
C -16.39 -5.81 17.82
C -16.19 -6.90 16.75
O -17.43 -7.50 16.34
C -17.73 -7.85 14.96
N -15.12 -5.28 18.37
H -17.08 -4.36 16.55
H -17.09 -3.74 18.18
H -18.32 -4.94 17.69
H -16.86 -6.34 18.65
H -15.71 -7.73 17.27
H -15.60 -6.56 15.90
H -17.09 -8.66 14.63
H -17.49 -6.96 14.38
H -18.75 -8.12 14.71
H -14.73 -4.78 17.58
H -15.40 -4.47 18.90

=====

Entry from the Open Molecules 2025 dataset: a molecular structure, C22H30AlBBrF9IO8 (the ωB97M-V functional and the def2-TZVPD basis).

Net charge   -1
LUMO energy   1.69 eV
Frontier orbital gap   6.52 eV

CARTESIAN COORDINATES (ANGSTROEM)
C 2.96 -4.31 -0.62
C 1.42 -4.15 -0.59
O 0.88 -5.09 -1.51
B -0.52 -5.08 -1.54
O -1.08 -4.68 -2.74
Al -1.85 -5.63 0.02
Br -0.93 -7.68 0.95
I -1.97 -3.94 1.99
C -3.66 -6.13 -0.75
C -4.81 -5.19 -0.52
C -5.98 -5.72 -0.01
C -7.09 -4.97 0.21
C -7.09 -3.63 -0.07
C -5.96 -3.09 -0.58
C -4.83 -3.83 -0.82
C -3.63 -3.15 -1.44
H 3.19 -5.19 -1.22
H 3.42 -3.47 -1.15
H 3.36 -4.44 0.38
H 1.03 -4.29 0.42
H 1.23 -3.12 -0.91
H -0.45 -4.14 -3.24
H -3.92 -7.09 -0.31
H -3.53 -6.26 -1.83
H -6.01 -6.78 0.21
H -8.01 -5.41 0.59
H -7.99 -3.05 0.09
H -5.94 -2.04 -0.83
H -3.49 -3.50 -2.46
H -3.86 -2.08 -1.51
H -2.72 -3.23 -0.85
C -1.94 1.07 -0.14
C -0.94 1.32 -1.24
O 0.40 1.43 -0.70
C 1.02 0.28 -0.47
O 0.58 -0.81 -0.67
C 2.44 0.56 0.05
F 2.46 1.52 0.98
F 3.25 0.95 -0.95
F 2.98 -0.53 0.60
H -1.87 1.84 0.63
H -2.95 1.07 -0.54
H -1.76 0.11 0.35
H -1.14 2.26 -1.73
H -0.98 0.54 -2.00
C 0.64 8.26 -2.94
C 0.65 7.20 -1.86
O -0.60 6.48 -1.83
C -0.71 5.49 -2.70
O 0.11 5.14 -3.49
C -2.06 4.78 -2.51
F -3.06 5.66 -2.36
F -2.04 4.01 -1.41
F -2.36 4.01 -3.54
H -0.22 8.92 -2.83
H 1.55 8.85 -2.91
H 0.57 7.80 -3.93
H 0.74 7.67 -0.88
H 1.48 6.52 -1.97
C 4.56 1.94 2.93
C 5.93 1.64 3.48
O 6.49 2.79 4.15
C 6.11 2.99 5.40
O 5.35 2.30 6.03
C 6.82 4.22 5.98
F 6.82 5.24 5.11
F 8.10 3.93 6.27
F 6.23 4.64 7.10
H 4.59 2.82 2.28
H 4.19 1.09 2.36
H 3.85 2.15 3.73
H 6.62 1.41 2.67
H 5.92 0.79 4.15

=====

Entry from the Open Molecules 2025 dataset: 2 unconnected molecules or ions with the total composition C2HF3O (the ωB97M-V functional and the def2-TZVPD basis).

Energy above the lowest of the compared OMol25 structures with the same formula, charge and spin   55.7 kcal per mole
LUMO energy   -1.92 eV
Frontier orbital gap   10.00 eV

CARTESIAN COORDINATES (ANGSTROEM)
C 0.84 0.40 0.02
C -0.56 -0.04 0.22
O 1.08 1.36 -0.66
F -0.59 -1.38 -1.26
F -0.77 -0.87 1.22
F -1.55 0.73 0.00
H 1.56 -0.20 0.46

=====

Entry from the Open Molecules 2025 dataset: FHO4 in the gas phase (the ωB97M-V functional and the def2-TZVPD basis).

Structure (SMILES)   OOOOF
Energy above the lowest of the compared OMol25 structures with the same formula, charge and spin   11.8 kcal per mole
LUMO energy (spin up / spin down)   -0.83 / -0.83 eV
Frontier orbital gap (spin up / spin down)   10.53 / 10.53 eV

CARTESIAN COORDINATES (ANGSTROEM)
O -1.25 -1.24 -0.58
O 0.02 -0.62 -0.52
O -0.06 0.44 0.72
O 1.04 0.61 1.22
F 1.73 1.81 0.59
H -1.48 -1.00 -1.42

=====

Entry from the Open Molecules 2025 dataset: a gas-phase ion, C5H11N2 (charge +1) (the ωB97M-V functional and the def2-TZVPD basis).

Structure (SMILES)   C=N/C=C/CC[NH3+]
Energy above the lowest of the compared OMol25 structures with the same formula, charge and spin   46.3 kcal per mole
Net charge   +1
LUMO energy   -3.25 eV
Frontier orbital gap   9.78 eV

CARTESIAN COORDINATES (ANGSTROEM)
C 0.59 -1.89 0.46
C 1.43 -0.61 0.32
C 0.65 0.42 -0.46
C -0.12 1.38 0.17
N -1.28 1.87 -0.42
C -1.20 2.58 -1.49
N -0.81 -1.51 0.90
H 1.05 -2.59 1.16
H 0.51 -2.41 -0.48
H 2.32 -0.87 -0.15
H 1.70 -0.25 1.35
H 0.69 0.45 -1.56
H 0.18 1.76 1.10
H -0.29 2.69 -2.03
H -2.07 3.12 -1.87
H -1.49 -2.15 0.62
H -0.95 -1.45 1.91
H -0.91 -0.55 0.47